Entry 1:
Formula: C4H6N2O
Source: OMol25
Level of theory: wB97M-V/def2-TZVPD

```
13
Properties=species:S:1:pos:R:3:forces:R:3:nbo_charge:R:1
H -1.771991 -0.087836 -2.582352 -0.2023 0.2375 0.1840 0.50
C -0.794140 0.150078 -1.033114 0.1242 0.2684 0.0884 0.48
C 1.060830 -0.722387 -0.136094 -0.0004 0.1462 0.3001 -0.35
H -1.189359 1.435423 0.573864 0.1047 0.2419 -0.0757 0.41
N 1.031929 0.690965 1.947156 0.0272 0.0015 0.1634 -0.81
N -0.521281 0.851481 0.102552 -0.0484 -0.0528 0.0069 -0.57
C 0.595928 0.258192 0.684222 0.0395 -0.1969 -0.0768 0.30
C 0.120774 -0.835371 -1.241007 -0.7095 -0.0978 0.3371 -0.47
H 1.609932 -0.049721 2.340928 -0.1160 0.3741 0.0210 0.38
H 2.033967 -1.195261 -0.028927 -0.4773 -0.2248 0.1231 0.22
H 0.225569 0.813426 2.560900 0.3648 -0.0049 -0.0728 0.36
H -0.497823 -1.711047 -1.432474 1.1041 -0.6609 -1.0434 0.22
O -1.904333 0.402059 -1.755653 -0.2106 -0.0315 0.0447 -0.67
```
Positions in Å, forces in eV/Å.

Output
SMILES string ... Nc1ccc(O)[nH]1
HOMO-LUMO gap ... 8.0330 eV
Energy relative to the best compared isomer or geometry (same formula, charge and spin) ... 187.1 kJ/mol

Entry 2:
Formula: C4H15NO3
Source: OMol25
Level of theory: wB97M-V/def2-TZVPD

```
23
Properties=species:S:1:pos:R:3:forces:R:3:nbo_charge:R:1
O -2.259463 0.493457 -2.258900 -0.7722 -0.6297 -2.2221 -0.74
H -2.470486 -2.047043 -2.460992 0.2747 -0.2647 -0.3229 0.47
H 2.044084 0.652755 3.130511 -1.0025 0.0546 -0.6690 0.46
C 1.818009 -0.637209 0.585617 1.2759 0.8995 3.4045 -0.62
H -0.095911 1.254173 1.098682 -0.9100 -0.9291 -0.4794 0.19
C 0.427774 -0.837708 1.278844 0.5959 3.3671 -0.1747 -0.41
H 0.580537 -0.593223 2.380600 -0.7020 -1.0859 -1.3826 0.20
H 0.278196 0.082743 -1.131461 4.8584 -0.1579 -2.0336 0.36
O -1.501257 -2.036354 -2.519141 -1.0118 -1.2001 -1.3531 -0.96
H 2.606087 -0.837458 1.423188 -1.0343 -0.0053 -1.8116 0.20
C -0.526081 0.270137 0.720250 -0.1458 -0.2811 0.7279 -0.21
C -1.405163 1.138498 -1.417352 2.4867 1.8619 -0.8396 0.10
H 2.102435 0.384341 0.241627 -0.8098 -0.5400 0.3803 0.22
H -1.312948 -1.517887 -1.762318 0.8917 1.0726 1.7013 0.48
H 2.601420 1.828464 2.736674 3.9102 3.3714 0.4991 0.46
H -1.606355 0.081031 1.062222 1.5796 0.5801 -0.2004 0.19
H -0.022345 -1.756571 0.993374 -0.0608 -1.1472 0.4334 0.21
H -1.770658 -0.061905 -2.941751 -0.6982 1.0369 1.3612 0.49
O 1.853608 1.395313 2.514705 -2.7164 -2.9354 0.6092 -0.91
H -0.824890 2.038188 -1.934354 -0.1901 -2.0906 0.2041 0.12
N -0.552290 0.163063 -0.741513 -5.2868 1.2219 2.5327 -0.68
H 1.978018 -1.277650 -0.209975 0.3248 -1.5635 -1.5304 0.20
H -1.942319 1.820846 -0.788538 -0.8573 -0.6354 1.1656 0.18
```
Positions in Å, forces in eV/Å.

Output
SMILES string ... CCCNCO.O.O
HOMO-LUMO gap ... 9.6820 eV
Energy relative to the best compared isomer or geometry (same formula, charge and spin) ... 222.6 kJ/mol

Entry 3:
Formula: C29H48ClF6OPYb
Source: OMol25
Level of theory: wB97M-V/def2-TZVPD

```
87
Properties=species:S:1:pos:R:3:forces:R:3:mulliken_charge:R:1
Yb -0.898487 2.055503 0.780479 0.7728 -0.2477 -0.4345 -0.01
C -2.750284 0.722222 4.140704 0.5900 -0.0911 0.4019 0.54
F -0.908330 -1.604647 4.109214 0.3641 0.6575 0.2971 -0.27
C -3.956629 -0.448361 -0.998596 -0.1169 0.0662 0.2217 -0.95
H 2.419827 1.594851 0.634444 -0.5488 -0.7263 0.0716 0.19
C -0.599011 2.072210 4.409034 -0.0744 0.5262 0.2455 -1.87
H 1.427637 1.884939 -1.045045 -0.4390 1.0436 -0.7156 0.79
H 2.413361 3.609514 0.373889 -0.1420 -0.0419 -0.1241 0.16
H -3.388758 -3.298946 -0.479944 0.0445 0.2587 -0.1331 0.38
H 2.624099 -3.408201 -3.733005 0.0128 0.2700 0.0805 0.43
C 1.473043 -2.323385 -2.235034 0.2751 -0.2211 -0.2956 -0.28
C 1.938495 -1.572075 -4.677722 -0.0419 -0.2757 0.2167 -0.77
H 1.959135 -2.872135 -1.414016 -0.2156 0.2923 -0.2813 0.13
Cl -1.368740 4.213313 1.919812 -0.7567 1.0980 0.4720 -0.67
C 0.063608 5.638136 -1.171377 -0.0853 -0.0836 -0.0723 -0.87
C 0.485076 -2.982531 0.995351 0.1923 0.1270 -0.0655 -0.80
H -2.151582 0.431792 -1.868070 -0.1347 -0.0352 0.1989 0.25
H 1.351279 0.843855 1.935121 0.3849 0.0592 -0.9790 0.29
H 0.635695 5.982628 -2.033665 0.0411 0.1132 -0.1928 0.37
O -1.094405 0.736256 2.451424 -0.2721 -0.6937 0.8536 0.19
H 0.639630 -3.252428 3.121663 0.1699 -0.1584 -0.3211 0.17
H 2.126709 -0.357488 -1.733388 -0.2243 -0.0065 -0.0053 0.95
C -3.155395 -2.842413 -1.456443 0.0887 -0.0381 -0.0013 -1.10
H 1.150917 -2.151152 -5.195367 0.1660 0.1889 0.2569 0.30
C 3.040721 -2.049288 2.207967 0.1341 -0.1028 -0.0760 -0.78
H 3.008040 -3.978866 3.194370 -0.0505 -0.0003 -0.0089 0.43
H 0.460964 2.107068 4.093101 -0.5751 0.0829 0.1116 0.32
F 0.870470 -0.320411 4.130869 -1.2579 -0.1923 0.7453 -0.26
H -0.540029 6.480475 -0.815123 0.0367 -0.0828 -0.1184 0.35
H 2.769792 -1.471524 -5.396370 -0.2954 -0.0185 0.1588 0.41
F -3.454970 1.575008 3.367324 0.1920 -0.3833 0.7874 -0.22
C -2.492356 0.022621 -0.901948 -0.2972 -0.2096 -0.2227 0.79
H -1.123328 2.979946 4.037853 0.4294 -0.6753 0.3933 0.34
H 0.846031 -4.739046 2.177464 -0.0112 -0.0487 0.1214 0.46
H 0.169806 0.833323 -2.833292 0.1655 -0.5056 -0.1156 -0.99
H 2.812573 -1.764037 0.051768 0.0222 -0.2331 0.3365 0.14
C -0.465843 -0.378664 4.495464 0.3050 -0.0057 -0.6669 0.58
H -1.771489 4.467985 -1.013556 0.2322 0.0455 -0.1197 0.28
H 0.469693 5.006974 0.825192 0.3763 0.1520 -0.3058 -0.02
C -1.215325 0.826993 3.794591 -0.3943 -1.0578 -0.3449 0.66
H -1.389238 -2.046785 -2.447468 -0.2913 -0.1093 0.2255 0.18
H -1.066099 -3.162423 -1.130746 -0.0636 0.3551 0.0078 0.17
H -1.884080 -1.463054 0.514455 0.3047 0.2772 -0.1818 0.91
H -4.569139 0.341200 -1.450310 0.0491 -0.0317 0.1047 0.44
H -1.207195 4.759195 -2.661245 -0.0217 -0.1788 0.3117 0.36
H 3.090101 -4.050967 1.442625 -0.0996 0.0232 0.0150 0.30
C -4.163716 -1.740349 -1.794146 0.1421 -0.0553 -0.1444 -0.83
C -1.552340 -1.121460 -0.486806 0.0756 -0.4573 0.1647 -0.40
H 2.693148 -0.306162 1.008983 -0.1020 -0.6245 -0.0020 0.12
C -1.706901 -2.323622 -1.432598 -0.4164 -0.1657 0.0234 -1.03
C 2.625330 -3.511773 2.280917 -0.1750 -0.1902 -0.0096 -0.86
H 4.126224 -1.966924 2.116135 0.1039 -0.0602 0.1840 0.44
H 3.412067 -1.937769 -3.138737 -0.2581 -0.1060 0.0202 0.36
C 1.154396 -0.863164 -1.872437 -0.2881 0.1640 0.5532 0.07
F -3.292193 -0.519433 3.948813 0.3279 0.9625 0.1395 -0.26
C 2.439402 -2.360252 -3.445321 -0.0650 0.0339 -0.1267 -0.95
C 1.382935 1.225610 0.873103 0.3131 1.8189 1.7427 -1.60
F -2.941043 1.034543 5.467603 -0.5175 -0.1315 -0.9410 -0.31
H -0.658081 1.970161 5.502222 0.1071 0.4462 -0.2905 0.49
C -0.207567 3.146381 -1.670478 0.5471 -0.0026 0.0525 -0.74
P 0.232588 -0.393574 -0.253115 -0.6042 -0.3333 -0.8949 1.75
C 0.891086 -1.509878 1.026814 -0.0223 -0.0369 0.0992 1.09
C 0.983790 2.902263 -1.071922 0.1528 -0.6759 -0.8360 0.51
H 0.498741 -1.071056 1.962428 0.2064 -0.1321 -0.4099 -0.57
C 2.416153 -1.368423 1.001074 0.3249 -0.0198 0.2229 -0.89
H 2.573255 4.305959 -1.237200 0.0733 -0.2517 -0.1145 0.43
H -5.180177 -2.113806 -1.629486 0.0383 0.0915 -0.0295 0.43
C 1.042839 5.227624 -0.085807 -0.0831 -0.3291 0.5383 -0.39
H 2.256954 0.478201 -4.078617 -0.1922 -0.0711 0.0337 0.34
H -0.734197 2.371793 -2.249495 0.2452 0.2560 0.4476 0.39
H 0.854459 -3.422624 0.059287 -0.0980 -0.1908 0.3099 0.06
C 1.405299 -0.184122 -4.294942 -0.1338 -0.0354 -0.0103 -0.78
H 0.547892 -2.870437 -2.481857 0.3911 0.1971 0.0299 0.20
C -0.862691 4.499212 -1.642684 -0.3093 0.4799 -0.1861 -0.74
H -0.603603 -3.115344 1.006998 0.1896 0.1017 0.0674 0.36
H 1.723594 6.055725 0.147452 -0.0544 -0.0773 -0.0773 0.40
H 2.744039 -1.524046 3.129544 0.0269 -0.0941 -0.2888 0.13
H -2.505528 0.864381 -0.170537 -0.1437 -0.6790 -0.4668 -0.66
H -3.237604 -3.658203 -2.188139 -0.0459 0.1095 0.0635 0.41
C 1.096037 -3.674964 2.208095 0.1642 -0.1739 0.2803 -0.75
H -0.462263 -0.752311 -3.330598 0.3581 0.2421 0.0309 0.35
C 1.844700 3.981156 -0.481833 -0.0873 0.7557 -0.0404 -1.00
F -0.527184 -0.341153 5.853561 0.2028 -0.2281 -0.6832 -0.33
C 0.460594 -0.203919 -3.074424 0.2923 0.2599 -0.2531 0.31
H -4.341766 -0.587367 0.023101 0.1542 -0.0087 -0.1415 0.37
H -4.095806 -1.510108 -2.865559 0.0907 -0.0330 0.0461 0.29
H 0.871148 0.242054 -5.151840 0.1288 0.0634 0.0432 0.41
```
Positions in Å, forces in eV/Å.

Output
Total charge ... -1
2S+1 ... 2
HOMO-LUMO gap (alpha / beta) ... 5.2187 / 5.4915 eV

Entry 4:
Formula: C3H9Cl3OSi2
Source: OMol25
Level of theory: wB97M-V/def2-TZVPD

```
18
Properties=species:S:1:pos:R:3:forces:R:3:nbo_charge:R:1
C -2.950258 -1.111017 0.665240 0.6842 1.9014 -1.5094 -1.10
C -1.083582 -0.340722 -1.741504 0.8015 -5.0114 1.6031 -1.12
Si -1.390647 -0.207741 0.099291 -1.0039 0.2224 -0.8776 1.52
H 3.166318 2.421500 0.403421 0.3074 -0.4422 0.8779 0.27
H -2.740764 -2.123047 0.631296 0.2964 -2.2546 -0.2562 0.24
H 3.402087 1.191116 1.890384 0.4564 0.4996 -1.1735 0.27
Cl -1.578155 1.818022 0.544765 0.1591 -0.3307 0.1286 -0.39
H -3.229134 -0.884532 1.637053 -0.2827 0.5930 2.0935 0.25
C 2.862222 1.513443 0.970260 -1.9983 0.4987 1.0310 -1.22
H -1.666266 0.353983 -2.161622 -1.6292 3.2056 -1.9530 0.24
H -0.024247 -0.425771 -2.055491 -0.7658 0.4734 0.1125 0.30
Cl 0.182893 -1.013263 1.132897 0.5080 -0.1284 0.3720 -0.38
Si 2.735555 0.169638 -0.330270 -0.2100 0.6222 1.3113 1.95
H -3.823006 -0.876367 0.065529 0.0335 0.0090 -0.4395 0.25
H -1.659071 -1.311919 -2.069139 1.2633 1.3276 0.6628 0.23
O 2.027958 0.329577 -1.666472 0.4683 -0.4670 0.1968 -1.19
Cl 3.911285 -1.305336 0.501211 -0.2970 -0.1219 -0.7008 -0.39
H 1.856817 1.802432 1.483154 1.2090 -0.5967 -1.4795 0.28
```
Positions in Å, forces in eV/Å.

Output
SMILES string ... C[Si](C)(Cl)Cl.C[Si](=O)Cl
HOMO-LUMO gap ... 10.9941 eV
Energy relative to the best compared isomer or geometry (same formula, charge and spin) ... 255.7 kJ/mol